Entry 1:
{
  "formula": "C10H40Al2O14P",
  "method": "ωB97M-V with the def2-TZVPD basis set",
  "relative_energy_kj_mol": 441.4,
  "charge": 3,
  "homo_energy_ha": -0.5792,
  "e_lumo_ev": -14.288,
  "elements": ["Al", "Al", "P", "O", "O", "O", "O", "C", "O", "H", "H", "H", "H", "C", "O", "H", "H", "H", "H", "C", "O", "H", "H", "H", "H", "C", "O", "H", "H", "H", "H", "C", "O", "H", "H", "H", "H", "C", "O", "H", "H", "H", "H", "C", "O", "H", "H", "H", "H", "C", "O", "H", "H", "H", "H", "C", "O", "H", "H", "H", "H", "C", "O", "H", "H", "H", "H"],
  "positions_angstrom": [[3.2501, -0.2297, 5.9442], [2.8628, -5.1935, -1.5699], [0.4896, -0.9080, 1.0648], [1.8629, -1.5550, 1.4818], [0.9271, 0.1850, 0.0680], [-0.0696, -0.3594, 2.3979], [-0.2645, -2.1244, 0.4836], [-4.2898, 0.3137, -2.3105], [-4.0850, -1.0574, -2.2249], [-4.2827, 0.9103, -1.3983], [-3.4081, 0.6127, -2.8773], [-5.1625, 0.6441, -2.8738], [-3.4237, -1.1854, -1.5408], [3.4267, 5.3997, 2.1361], [2.8668, 4.1548, 2.4672], [2.7098, 5.9418, 1.5194], [3.4841, 6.0320, 3.0221], [4.3782, 5.3335, 1.6084], [2.4873, 3.7684, 1.6746], [-3.2115, -7.1946, -3.3990], [-2.3463, -6.0581, -3.3146], [-4.2203, -6.8309, -3.5942], [-2.8241, -7.8114, -4.2099], [-3.2062, -7.8244, -2.5094], [-2.8286, -5.2658, -3.0671], [-5.5840, -1.4303, 3.3204], [-4.6461, -1.3703, 4.4221], [-5.7371, -0.4488, 2.8718], [-5.2749, -2.0901, 2.5097], [-6.5256, -1.7937, 3.7320], [-3.8104, -1.0129, 4.1130], [0.4929, -0.5018, -6.1787], [0.6850, -1.1180, -4.9463], [1.3697, 0.1099, -6.3908], [0.2863, -1.1177, -7.0540], [-0.3914, 0.1275, -6.0785], [0.6067, -0.4533, -4.2581], [8.7295, 0.7982, 1.8352], [7.3425, 0.7618, 2.2133], [9.0610, -0.1395, 1.3893], [8.8589, 1.5774, 1.0841], [9.3598, 1.0016, 2.7009], [6.7719, 0.4118, 1.5252], [5.4990, 1.8466, -2.4655], [4.9823, 0.5750, -2.1318], [5.2639, 2.5869, -1.7008], [6.5840, 1.8409, -2.5696], [5.0557, 2.2480, -3.3768], [4.1113, 0.7514, -1.7687], [-2.6488, 4.8798, 4.1178], [-3.0045, 3.8086, 3.2446], [-3.4248, 5.6184, 4.3187], [-2.4830, 4.5475, 5.1426], [-1.7487, 5.4173, 3.8194], [-2.3640, 3.0940, 3.2727], [-2.8342, -7.0054, 2.9509], [-1.6090, -6.4846, 2.3858], [-2.7358, -8.0262, 3.3201], [-3.1362, -6.4884, 3.8617], [-3.6054, -6.9842, 2.1808], [-1.7874, -5.6239, 2.0000], [-1.3115, 5.3804, -2.0504], [-0.3809, 4.4533, -2.5665], [-2.2775, 4.8921, -1.9224], [-1.1026, 5.8115, -1.0713], [-1.5083, 6.1489, -2.7980], [-0.2505, 3.7027, -1.9823]],
  "forces_ev_per_a": [[0.1, 0.1, 0.0], [0.0, 0.0, -0.1], [1.3, 0.0, 0.2], [-1.5, 0.1, 0.2], [-1.2, -0.6, 0.7], [0.8, -0.5, -1.5], [0.7, 1.1, 0.4], [0.5, 1.2, -0.8], [-0.8, -0.6, 0.6], [0.1, -0.5, 0.5], [0.2, 1.0, -0.4], [-0.1, -0.8, -0.1], [0.1, -0.3, 0.2], [-0.8, 1.0, -0.2], [0.0, -0.7, 0.4], [0.1, 0.1, -0.5], [0.4, -0.4, 0.2], [0.1, -0.1, 0.1], [0.0, 0.0, -0.1], [0.0, 0.7, -0.5], [0.4, -0.4, 0.3], [-0.1, -0.4, -0.1], [-0.2, 0.0, -0.1], [0.1, 0.2, 0.4], [-0.3, -0.1, 0.0], [0.2, 0.1, 1.0], [-0.8, -0.2, -0.9], [0.0, 0.3, 0.1], [0.3, -0.3, 0.0], [0.2, 0.1, 0.0], [0.1, 0.1, -0.1], [-0.5, 1.2, -0.5], [0.1, -1.4, 0.5], [0.0, 0.3, -0.3], [0.3, -0.8, 0.6], [0.0, 0.5, -0.3], [0.0, 0.1, 0.0], [-0.5, -0.1, -0.5], [0.3, 0.0, 0.7], [-0.1, -0.2, 0.0], [0.2, 0.2, 0.0], [-0.4, 0.1, 0.0], [0.4, 0.0, -0.3], [0.2, 0.8, 0.1], [0.1, 0.0, 0.1], [0.0, 0.0, 0.3], [-0.1, -0.4, -0.1], [0.0, -0.2, -0.3], [-0.2, -0.3, 0.0], [0.1, -0.1, 0.9], [-0.5, 1.0, 0.2], [-0.5, -0.3, -1.1], [0.4, -0.6, 0.1], [0.2, -0.1, -0.3], [0.3, 0.2, 0.3], [0.3, 0.0, -0.2], [-0.4, -0.7, 0.6], [0.6, -0.1, -0.6], [-0.1, 0.7, -0.2], [-0.3, 0.1, 0.2], [-0.2, 0.1, 0.0], [-0.8, -0.2, -0.5], [0.2, 0.5, -0.1], [-0.4, -0.3, 0.1], [0.6, 0.0, 0.1], [0.5, 0.0, 0.1], [-0.1, 0.0, 0.3]]
}


Entry 2:
{
  "formula": "C45H117N3O24",
  "method": "ωB97M-V with the def2-TZVPD basis set",
  "relative_energy_kj_mol": 338.5,
  "homo_energy_ha": -0.2810,
  "e_lumo_ev": -0.084,
  "elements": ["O", "H", "H", "O", "H", "H", "O", "H", "H", "C", "C", "C", "C", "C", "C", "N", "O", "C", "C", "C", "H", "H", "H", "H", "H", "H", "H", "H", "H", "H", "H", "H", "H", "H", "H", "H", "H", "H", "H", "C", "C", "C", "C", "C", "C", "N", "O", "C", "C", "C", "H", "H", "H", "H", "H", "H", "H", "H", "H", "H", "H", "H", "H", "H", "H", "H", "H", "H", "H", "C", "C", "C", "C", "C", "C", "N", "O", "C", "C", "C", "H", "H", "H", "H", "H", "H", "H", "H", "H", "H", "H", "H", "H", "H", "H", "H", "H", "H", "H", "C", "C", "O", "O", "H", "H", "H", "H", "H", "H", "C", "C", "O", "O", "H", "H", "H", "H", "H", "H", "C", "C", "O", "O", "H", "H", "H", "H", "H", "H", "C", "C", "O", "O", "H", "H", "H", "H", "H", "H", "C", "C", "O", "O", "H", "H", "H", "H", "H", "H", "C", "C", "O", "O", "H", "H", "H", "H", "H", "H", "C", "C", "O", "O", "H", "H", "H", "H", "H", "H", "C", "C", "O", "O", "H", "H", "H", "H", "H", "H", "C", "C", "O", "O", "H", "H", "H", "H", "H", "H"],
  "positions_angstrom": [[-5.1183, 1.5982, -1.6291], [-5.3593, 2.3210, -2.2226], [-4.8871, 2.0312, -0.8006], [-1.8089, 2.2369, -5.3912], [-1.0265, 2.4377, -4.8496], [-1.8262, 2.9287, -6.0611], [-0.9968, 2.1126, 3.7502], [-0.4221, 2.0563, 4.5190], [-0.4193, 2.3992, 3.0241], [-4.6373, 4.6672, 4.1563], [-5.0071, 3.1988, 4.4358], [-6.4858, 3.1204, 4.8348], [-7.1143, 1.7341, 4.8622], [-6.9695, 1.1090, 3.4772], [-5.4751, 1.1183, 3.0139], [-4.8120, 2.3927, 3.2050], [-3.5576, 2.4249, 2.5459], [-4.7066, -0.0094, 3.7180], [-5.5278, 0.8172, 1.4927], [-4.2036, 2.6235, 5.6114], [-3.5734, 4.7492, 3.9343], [-4.9370, 5.3604, 4.9422], [-5.1840, 5.0068, 3.2736], [-6.7544, 3.6460, 5.7557], [-7.0900, 3.6996, 4.1248], [-8.1689, 1.8464, 5.1167], [-6.6320, 1.0283, 5.5417], [-7.5612, 1.6510, 2.7352], [-7.2951, 0.0706, 3.4100], [-4.6355, 0.1220, 4.7957], [-5.1973, -0.9845, 3.6199], [-3.7397, -0.1808, 3.2413], [-5.9932, 1.7146, 1.0801], [-4.5383, 0.7806, 1.0338], [-6.0439, -0.1021, 1.2246], [-3.1966, 2.3014, 5.3492], [-4.7597, 1.7613, 5.9775], [-4.1413, 3.2544, 6.5017], [-2.9009, 2.3474, 3.2599], [2.9478, -0.7975, -1.4276], [1.6480, -0.5845, -0.6221], [1.8332, 0.6876, 0.2147], [0.5596, 1.1852, 0.8728], [-0.4289, 1.4860, -0.2593], [-0.7729, 0.2110, -1.0787], [0.4996, -0.4108, -1.4921], [0.3223, -1.4964, -2.3770], [-1.6340, -0.7692, -0.2739], [-1.5198, 0.7402, -2.3024], [1.4007, -1.8103, 0.2986], [2.8454, -1.6279, -2.1241], [3.8271, -0.8769, -0.7938], [3.0666, 0.0242, -2.1419], [2.6855, 0.5986, 0.8936], [2.1877, 1.4013, -0.5406], [0.8106, 2.0871, 1.4332], [0.1936, 0.4104, 1.5482], [-0.0575, 2.3137, -0.8711], [-1.3207, 1.9681, 0.1563], [-2.6631, -0.4014, -0.2314], [-1.6864, -1.7329, -0.7840], [-1.3067, -0.9443, 0.7483], [-0.9461, 1.4731, -2.8678], [-1.9070, -0.0370, -2.9632], [-2.4122, 1.2397, -1.9126], [2.2584, -2.1984, 0.8578], [1.1317, -2.6952, -0.2853], [0.5790, -1.6804, 0.9983], [0.7607, -1.2048, -3.1864], [-2.6457, -4.5410, 5.8700], [-2.0326, -4.0185, 4.5592], [-0.9685, -3.0317, 5.0441], [-0.0148, -2.5703, 3.9380], [0.6292, -3.8119, 3.3724], [-0.3948, -4.8134, 2.7996], [-1.3828, -5.1284, 3.8506], [-2.2079, -6.2297, 3.6090], [-1.0765, -4.3206, 1.5214], [0.3506, -6.0983, 2.3568], [-3.1169, -3.2818, 3.7279], [-3.6165, -5.0152, 5.6849], [-2.8583, -3.7597, 6.5966], [-2.0683, -5.3950, 6.2242], [-1.4242, -2.1376, 5.4725], [-0.3814, -3.5385, 5.8128], [0.7775, -1.8683, 4.2150], [-0.5149, -1.9918, 3.1531], [1.0639, -4.3637, 4.2118], [1.3984, -3.5664, 2.6399], [-0.6661, -4.6685, 0.5696], [-2.1184, -4.6470, 1.4652], [-1.0573, -3.2365, 1.3872], [-0.1995, -6.7304, 1.6651], [1.3162, -5.7665, 1.9688], [0.6319, -6.7270, 3.2067], [-3.8110, -4.0130, 3.3031], [-2.6965, -2.8002, 2.8449], [-3.6594, -2.5750, 4.3510], [-2.8407, -5.9361, 2.9303], [3.3847, 0.2924, 3.5290], [4.1215, 0.3788, 2.2278], [4.1873, -0.8525, 1.5234], [4.1972, -0.2216, 4.5664], [2.5436, -0.4027, 3.4217], [2.9611, 1.2864, 3.7206], [5.1121, 0.8349, 2.2195], [3.4225, 1.0133, 1.6657], [4.0993, -1.5989, 2.1225], [3.7225, -0.3593, 5.3888], [-5.5898, -0.9257, -5.8389], [-4.3059, -0.2168, -5.4565], [-4.4895, 1.1979, -5.4115], [-6.6550, -0.3250, -5.0979], [-5.4536, -1.9704, -5.5485], [-5.8876, -0.8234, -6.8871], [-3.4365, -0.4960, -6.0547], [-4.1095, -0.5946, -4.4459], [-3.6110, 1.5978, -5.3378], [-6.2766, 0.4881, -4.7366], [-2.4031, 3.9506, -3.7871], [-3.8074, 3.6121, -4.2853], [-4.7767, 4.0812, -3.3524], [-2.1286, 5.3436, -3.6790], [-1.6330, 3.4996, -4.4119], [-2.2356, 3.4508, -2.8258], [-3.8913, 2.5254, -4.2848], [-3.9830, 4.1197, -5.2375], [-4.4533, 4.8984, -2.9667], [-2.7039, 5.8292, -3.0843], [7.7120, -0.3344, -2.0534], [8.4601, -0.3937, -3.3523], [8.4795, 0.9058, -3.9818], [6.3172, -0.5671, -2.1563], [7.9949, 0.5720, -1.5185], [8.1063, -1.1162, -1.3924], [8.1186, -1.1220, -4.0916], [9.4798, -0.7248, -3.1224], [8.4105, 0.7279, -4.9232], [6.0579, -1.3507, -2.6724], [4.0216, -1.4464, -4.9134], [5.1438, -2.4803, -4.9047], [5.5025, -2.7421, -3.5245], [2.8105, -2.1376, -4.5894], [3.9601, -1.0985, -5.9446], [4.2492, -0.6084, -4.2526], [6.0447, -2.0030, -5.3115], [5.0101, -3.4192, -5.4370], [5.8049, -3.6443, -3.4029], [2.9178, -2.7063, -3.8139], [1.0393, 4.3077, 1.3228], [2.0932, 4.2594, 0.2251], [3.2358, 5.0164, 0.5597], [1.2639, 3.2905, 2.3041], [0.0672, 4.1134, 0.8665], [1.0030, 5.2969, 1.7818], [1.6679, 4.5856, -0.7240], [2.3939, 3.2172, 0.0667], [3.7875, 4.6426, 1.2483], [2.0320, 3.5236, 2.8343], [2.1732, -4.9982, -1.6001], [1.8137, -6.4182, -1.9774], [2.8520, -7.3476, -1.7127], [3.0916, -4.4284, -2.5179], [2.5697, -4.9102, -0.5851], [1.2372, -4.4409, -1.6454], [1.5548, -6.4738, -3.0423], [0.8801, -6.7097, -1.4771], [2.5539, -8.1750, -2.1009], [3.8792, -4.9747, -2.5825], [6.3554, 2.7882, 0.1795], [5.2952, 2.0306, -0.6258], [5.4866, 1.9921, -2.0156], [7.3468, 1.9645, 0.8324], [5.8810, 3.3557, 0.9797], [6.9000, 3.4629, -0.4817], [4.3705, 2.6034, -0.4713], [4.9844, 1.0634, -0.2209], [5.9388, 1.1476, -2.2043], [8.2001, 2.0685, 0.4079], [2.8096, 2.4369, -4.2661], [1.6922, 2.9968, -5.1390], [0.5396, 3.3401, -4.3633], [3.5919, 3.4031, -3.6487], [3.3743, 1.7723, -4.9419], [2.3539, 1.7144, -3.5737], [1.4018, 2.2915, -5.9152], [2.1031, 3.8787, -5.6432], [0.8409, 4.0794, -3.8209], [4.2083, 2.9417, -3.0566]],
  "forces_ev_per_a": [[0.0, -0.1, 0.0], [0.1, 0.1, 0.0], [0.0, 0.0, 0.0], [0.5, -2.5, -2.1], [0.4, -0.9, -0.6], [0.1, -0.1, -0.2], [0.0, 0.0, -0.1], [0.0, 0.0, 0.0], [0.0, 0.0, 0.3], [-0.2, -0.3, -0.6], [0.5, 0.0, 0.3], [-1.1, 0.3, -0.5], [0.2, -0.5, -0.8], [0.9, 0.6, -0.3], [-0.1, -1.5, -0.3], [-1.8, 1.1, -0.5], [-0.1, 0.5, 1.2], [-0.3, -0.9, -0.1], [0.6, 0.9, 0.3], [-0.1, -0.3, 0.6], [0.0, 0.2, 0.1], [0.2, -0.3, 0.4], [0.1, -0.2, -0.1], [0.9, -0.1, 0.3], [0.2, -0.1, -0.4], [0.0, -0.2, 0.2], [-0.1, 0.3, 0.4], [0.0, 0.2, 0.1], [0.0, 0.0, 0.3], [0.4, 0.2, 0.0], [-0.3, 0.1, -0.3], [0.2, 0.4, 0.3], [-0.4, -0.3, -0.3], [0.1, -0.2, 0.3], [-0.3, 0.1, 0.2], [0.1, 0.1, -0.1], [0.3, -0.2, 0.0], [0.0, 0.5, -0.3], [0.3, -0.3, -0.3], [-0.9, 0.2, -0.9], [0.3, -1.2, 1.3], [0.0, -0.1, -1.1], [0.3, -0.1, -1.1], [-0.2, -0.3, 1.0], [0.7, 0.4, 0.1], [0.6, 1.7, -1.0], [-0.2, -0.2, 0.3], [-0.8, 0.1, -0.3], [-0.8, -0.4, 0.2], [0.2, -1.0, -0.1], [0.2, -0.5, 0.6], [-0.1, -0.2, 0.0], [0.1, 0.4, 0.3], [-1.9, -0.9, -1.5], [-0.2, 0.3, 0.1], [-0.6, -1.6, -0.7], [-0.2, 0.1, 0.1], [0.5, -0.4, -0.5], [-0.4, -0.6, 0.0], [0.0, 0.1, 0.1], [0.2, 0.0, -0.1], [0.1, 0.2, 0.0], [0.3, -0.2, 0.1], [0.3, -0.1, 0.0], [0.0, 0.1, -0.1], [0.2, 0.7, 0.0], [-0.2, 0.3, -0.3], [0.1, 0.3, 0.1], [-0.1, -0.1, 0.0], [-1.2, -1.2, -0.8], [-0.7, 0.5, 0.4], [0.9, 0.8, -0.7], [0.0, 0.0, -0.5], [-0.5, -0.7, 0.1], [-0.4, -1.0, -1.1], [1.5, 0.5, 1.2], [-0.2, 0.6, -0.6], [-0.4, 0.8, -1.0], [0.6, 0.1, 1.3], [0.5, -0.7, -0.3], [-0.1, 0.2, -0.2], [0.5, 0.0, 0.1], [0.4, 0.5, 0.4], [-0.4, -0.2, 0.2], [0.0, 0.1, 0.1], [-0.1, -0.1, 0.7], [-0.4, -0.2, 0.0], [0.4, 0.1, -0.1], [-0.1, -0.2, -0.1], [0.5, -0.3, 0.3], [0.0, 0.1, 0.1], [-0.2, 0.0, 0.3], [0.0, 0.2, -0.2], [-0.2, -0.1, -0.6], [-0.3, 0.1, 0.2], [-0.3, 0.0, 0.3], [0.1, 0.4, 0.3], [0.0, 0.0, -0.1], [-0.1, -0.2, 0.0], [-0.1, -0.5, 0.6], [0.0, -0.2, 0.1], [0.2, 0.1, 0.0], [0.8, 0.2, 0.0], [-0.2, 0.2, -0.4], [0.2, 0.0, 0.4], [0.0, 0.1, 0.6], [1.6, 0.5, 0.8], [0.1, 0.1, 0.2], [-0.3, 0.1, -0.1], [-0.4, 1.0, -0.1], [0.3, -0.4, 0.5], [-0.1, -1.1, -0.7], [0.2, -0.3, 0.3], [-0.3, -0.1, -0.2], [0.5, -0.2, -0.1], [-0.2, 0.0, -0.3], [0.2, 0.3, 0.2], [0.1, -0.5, -0.5], [-0.3, 0.0, 0.0], [0.1, 0.4, 1.1], [1.0, 0.8, 1.1], [-0.4, -0.1, 0.2], [0.3, 0.4, -0.4], [-1.2, 2.8, 1.4], [-0.3, 0.1, 0.3], [-0.3, 1.2, 0.3], [0.0, -0.4, -0.3], [-0.2, 0.1, 0.0], [-0.1, -0.2, 0.2], [0.2, -2.1, 0.2], [0.8, 0.6, -0.5], [-0.1, -0.7, 0.1], [-0.1, 1.6, 0.4], [-0.7, 0.4, -0.2], [0.2, -0.1, -0.1], [-0.6, -0.2, 0.4], [0.2, 0.3, 0.0], [0.0, 0.4, -0.1], [0.5, -0.2, 0.0], [-0.2, -2.3, -0.2], [1.7, 1.2, 0.8], [-0.5, -0.2, -0.1], [-0.3, 0.9, -0.4], [-0.4, 0.2, 0.0], [0.0, 0.0, 0.2], [-0.1, 0.0, -0.4], [-0.7, 0.2, -0.1], [0.0, 0.0, -0.1], [0.3, 0.0, 0.1], [0.0, 0.1, -0.7], [0.2, -0.8, 0.7], [0.2, 1.0, -0.5], [0.7, 1.8, 1.4], [-0.1, -0.2, 0.2], [0.0, 0.0, 0.0], [0.3, 0.5, 0.1], [-0.3, 0.1, 0.0], [-0.2, -0.5, 0.0], [0.0, 0.2, 0.1], [0.0, -0.6, -0.2], [-0.8, -0.2, -0.2], [0.1, 0.2, 0.1], [-0.1, 0.5, -0.3], [-0.1, -0.2, 0.1], [0.2, 0.3, -0.2], [0.2, 0.4, -0.1], [0.2, 0.1, 0.4], [0.3, -0.1, 0.1], [-0.1, -0.2, 0.2], [0.9, -0.7, 0.0], [-1.3, 0.9, 0.7], [0.5, -0.2, -0.1], [-0.4, -0.2, -0.1], [-0.1, 0.1, 0.0], [-0.4, 0.3, -0.1], [0.1, 0.3, -0.2], [0.8, -0.2, 0.0], [-0.5, 0.0, -0.3], [0.0, 0.1, -0.1], [-0.6, -1.8, -1.0], [0.8, 0.4, 0.5], [0.5, 0.2, -0.3], [-0.2, 0.4, 0.1], [0.5, 0.3, 0.0], [-0.1, 0.3, 0.3], [-0.2, -0.2, 0.2], [-0.2, 0.1, -0.1], [-0.5, 0.0, 0.2], [0.2, 0.0, 0.0]]
}